[1]
{
  "formula": "C11H11N2O2",
  "method": "ωB97M-V/def2-TZVPD",
  "gap_ha": 0.270,
  "total_charge": 1,
  "homo_energy_ev": -12.5,
  "e_lumo_ha": -0.190,
  "max_force_ev_per_a": 3.86,
  "elements": ["C", "C", "C", "C", "C", "C", "C", "C", "C", "C", "C", "N", "N", "O", "O", "H", "H", "H", "H", "H", "H", "H", "H", "H", "H", "H"],
  "coordinates": [[0.646, 1.006, -3.625], [0.742, 1.592, -2.413], [0.386, -0.365, -3.614], [0.633, 0.887, -1.185], [0.192, -1.094, -2.408], [0.521, -0.469, -1.206], [-0.842, -0.339, 1.226], [-2.204, -0.184, 0.721], [1.197, -1.899, 0.845], [0.462, -1.133, 0.097], [0.489, 0.514, 3.078], [-1.910, 0.853, 2.791], [-0.724, 0.355, 2.357], [-2.689, -0.482, -0.281], [-2.871, 0.359, 1.897], [0.933, 1.450, -4.694], [0.862, 2.669, -2.338], [0.391, -0.988, -4.451], [0.746, 1.534, -0.321], [-0.004, -2.132, -2.379], [0.965, -2.066, 1.871], [2.030, -2.613, 0.601], [1.202, 0.284, 2.326], [0.547, -0.077, 3.978], [0.608, 1.621, 3.443], [-2.306, 0.716, 3.685]]
}

[2]
{
  "formula": "C4H9NO2",
  "method": "ωB97M-V/def2-TZVPD",
  "gap_ha": 0.317,
  "total_charge": 0,
  "homo_energy_ev": -8.0,
  "e_lumo_ha": 0.025,
  "max_force_ev_per_a": 5.49,
  "elements": ["C", "O", "C", "C", "N", "O", "C", "H", "H", "H", "H", "H", "H", "H", "H", "H"],
  "coordinates": [[-0.609, 0.281, -1.560], [-0.710, -1.047, -1.307], [1.020, -1.031, 1.084], [0.312, 0.051, 0.756], [0.597, 0.904, -0.255], [1.785, 0.447, -0.888], [-0.968, 0.327, 1.430], [-0.526, -1.324, -2.293], [-1.500, 0.786, -1.213], [-0.028, 0.815, -2.315], [1.952, -1.250, 0.586], [0.710, -1.615, 1.934], [2.216, 1.276, -1.078], [-0.899, 1.069, 2.243], [-1.524, -0.470, 1.951], [-1.826, 0.781, 0.924]]
}

[3]
{
  "formula": "C6H14N2O2",
  "method": "ωB97M-V/def2-TZVPD",
  "gap_ha": 0.377,
  "total_charge": 0,
  "homo_energy_ev": -9.5,
  "e_lumo_ha": 0.030,
  "max_force_ev_per_a": 3.53,
  "elements": ["C", "C", "C", "O", "N", "H", "H", "H", "H", "H", "H", "H", "C", "C", "C", "O", "N", "H", "H", "H", "H", "H", "H", "H"],
  "coordinates": [[1.589, 2.242, -0.789], [-1.246, 0.349, -2.422], [0.166, 1.741, -1.073], [-0.807, 2.124, -0.455], [0.061, 0.979, -2.199], [1.987, 2.593, -1.738], [0.834, 0.381, -2.423], [-1.111, -0.477, -3.103], [1.513, 3.049, -0.071], [2.146, 1.387, -0.403], [-1.618, -0.104, -1.494], [-2.007, 1.061, -2.722], [0.137, 0.420, 2.242], [-0.545, -3.012, 0.979], [0.120, -1.669, 1.020], [0.752, -1.211, 0.097], [0.019, -0.998, 2.242], [-0.771, -1.414, 2.701], [0.318, 0.946, 1.299], [-0.513, -3.404, -0.036], [-0.579, 1.021, 2.791], [1.127, 0.722, 2.639], [0.008, -3.705, 1.598], [-1.581, -3.021, 1.320]]
}

[4]
{
  "formula": "C4H5NO",
  "method": "ωB97M-V/def2-TZVPD",
  "gap_ha": 0.376,
  "total_charge": 0,
  "homo_energy_ev": -9.8,
  "e_lumo_ha": 0.014,
  "max_force_ev_per_a": 1.86,
  "elements": ["C", "N", "C", "O", "C", "C", "H", "H", "H", "H", "H"],
  "coordinates": [[0.467, -0.654, -1.091], [0.801, 0.609, -0.481], [0.505, 0.966, 0.858], [1.095, 1.870, 1.392], [-0.630, 0.266, 1.428], [-1.561, -0.462, 1.139], [0.502, -0.501, -2.200], [-0.554, -0.971, -0.678], [1.183, -1.397, -0.710], [0.543, 1.375, -1.083], [-2.352, -1.101, 1.425]]
}

> Number 1 is which compound?

C11H11N2O2